No. 1
{
  "formula": "C19H26N4O3",
  "method": "ωB97M-V/def2-TZVPD",
  "energy_ev": -32228.4539,
  "de_lowest_kj_mol": 203.44,
  "orbital_gap_ev": 9.6,
  "e_homo_ev": -9.65,
  "max_force_ev_per_a": 0.11,
  "smiles": "CO[C@]1(C(=O)NC[C@H](C)C(C)C)CCN(C(=O)c2cncc(C#N)c2)C1",
  "e_lumo_ev": -0.09,
  "species": ["C", "O", "C", "C", "O", "N", "C", "C", "C", "C", "C", "C", "C", "C", "N", "C", "O", "C", "C", "N", "C", "C", "C", "N", "C", "C", "H", "H", "H", "H", "H", "H", "H", "H", "H", "H", "H", "H", "H", "H", "H", "H", "H", "H", "H", "H", "H", "H", "H", "H", "H", "H"],
  "coordinates": [[-3.3155, -0.3480, -0.5778], [-1.9284, -0.0644, -0.5981], [-1.4841, 1.0812, 0.1137], [0.0243, 1.2210, -0.1412], [0.6430, 2.1412, 0.3716], [0.5778, 0.2981, -0.9407], [2.0154, 0.2635, -1.1523], [2.8261, -0.1859, 0.0735], [4.2041, 0.4689, 0.0042], [2.9285, -1.7165, 0.1992], [1.5835, -2.4273, 0.0476], [3.5581, -2.1252, 1.5303], [-1.7633, 1.0104, 1.6252], [-3.0826, 1.7545, 1.8603], [-3.3300, 2.4782, 0.6096], [-4.6036, 2.8144, 0.2955], [-5.5448, 2.5760, 1.0355], [-4.8473, 3.5086, -1.0140], [-4.0303, 4.5166, -1.5133], [-4.2791, 5.1816, -2.6388], [-5.3653, 4.8523, -3.3216], [-6.2588, 3.8679, -2.8983], [-7.4249, 3.5700, -3.6832], [-8.3518, 3.3308, -4.3177], [-6.0019, 3.1948, -1.7125], [-2.1989, 2.3692, -0.3103], [-3.4412, -1.2972, -1.0929], [-3.6988, -0.4473, 0.4403], [-3.8952, 0.4138, -1.1068], [-0.0187, -0.4461, -1.2596], [2.2158, -0.3865, -2.0064], [2.3247, 1.2726, -1.4275], [2.3068, 0.1993, 0.9576], [4.7412, 0.1434, -0.8917], [4.1072, 1.5544, -0.0360], [4.8199, 0.2252, 0.8679], [3.5835, -2.0639, -0.6110], [0.8539, -2.0456, 0.7668], [1.1635, -2.3162, -0.9532], [1.7004, -3.4972, 0.2275], [2.9475, -1.7663, 2.3635], [3.6206, -3.2117, 1.6090], [4.5642, -1.7286, 1.6566], [-1.7996, -0.0274, 1.9555], [-0.9439, 1.5087, 2.1394], [-3.9268, 1.0942, 2.0565], [-3.0189, 2.4527, 2.6957], [-3.1412, 4.8190, -0.9715], [-5.5503, 5.3915, -4.2432], [-6.6836, 2.4489, -1.3260], [-1.5066, 3.2044, -0.1908], [-2.5235, 2.3153, -1.3483]]
}

No. 2
{
  "formula": "C19H26N4O4S",
  "method": "ωB97M-V/def2-TZVPD",
  "energy_ev": -45110.9702,
  "de_lowest_kj_mol": 232.72,
  "orbital_gap_ev": 9.1,
  "e_homo_ev": -8.46,
  "max_force_ev_per_a": 0.96,
  "smiles": "CCOc1ccc(NC(=O)[C@H]2CCCN(S(=O)(=O)c3c(C)n[nH]c3C)C2)cc1",
  "e_lumo_ev": 0.68,
  "species": ["C", "C", "O", "C", "C", "C", "C", "N", "C", "O", "C", "C", "C", "C", "N", "S", "O", "O", "C", "C", "C", "N", "N", "C", "C", "C", "C", "C", "H", "H", "H", "H", "H", "H", "H", "H", "H", "H", "H", "H", "H", "H", "H", "H", "H", "H", "H", "H", "H", "H", "H", "H", "H", "H"],
  "coordinates": [[2.1692, 3.9064, -0.5436], [3.6037, 3.6032, -0.1243], [4.0573, 2.3539, -0.6148], [3.5985, 1.2065, -0.0620], [3.9007, 0.0375, -0.7661], [3.4825, -1.1917, -0.3068], [2.7554, -1.2855, 0.8750], [2.2462, -2.5376, 1.3115], [1.1803, -3.1975, 0.7951], [0.7884, -4.2382, 1.2793], [0.5059, -2.5131, -0.3868], [-0.4194, -3.4582, -1.1528], [-1.1158, -2.6935, -2.2772], [-1.8484, -1.4707, -1.7245], [-0.9147, -0.6539, -0.9892], [-1.3098, 0.9354, -0.7304], [-1.7926, 1.4645, -1.9735], [-0.1681, 1.5598, -0.1225], [-2.6397, 0.9193, 0.4341], [-2.5654, 0.9120, 1.8478], [-1.3459, 0.9478, 2.6932], [-3.7807, 0.8765, 2.3580], [-4.6250, 0.8579, 1.3216], [-3.9899, 0.8860, 0.1315], [-4.6982, 0.8890, -1.1694], [-0.3254, -1.3346, 0.1335], [2.5003, -0.1328, 1.6053], [2.9076, 1.1042, 1.1429], [1.4869, 3.1245, -0.2160], [2.1077, 3.9703, -1.6270], [1.8560, 4.8555, -0.1171], [3.7158, 3.6547, 0.9656], [4.2902, 4.3288, -0.5707], [4.4593, 0.1256, -1.6844], [3.7121, -2.0880, -0.8640], [2.6287, -2.9319, 2.1618], [1.2638, -2.1139, -1.0639], [0.1553, -4.2905, -1.5612], [-1.1543, -3.8732, -0.4604], [-1.8282, -3.3404, -2.7911], [-0.3717, -2.3553, -2.9997], [-2.2486, -0.8532, -2.5291], [-2.6758, -1.7963, -1.0720], [-1.0643, -0.0616, 2.9921], [-1.5435, 1.5232, 3.5938], [-0.5304, 1.3926, 2.1297], [-5.6191, 0.8456, 1.4898], [-5.5422, 1.5761, -1.1418], [-4.0027, 1.1991, -1.9447], [-5.0756, -0.1059, -1.4070], [0.2980, -0.6050, 0.6474], [-1.0996, -1.7096, 0.8226], [1.9616, -0.2028, 2.5395], [2.6637, 1.9788, 1.7230]]
}

No. 3
{
  "formula": "C19H26N7O3Pt",
  "method": "ωB97M-V/def2-TZVPD",
  "energy_ev": -39935.0251,
  "total_charge": 1,
  "spin_multiplicity": 3,
  "orbital_gap_ev": [8.3, 7.1],
  "e_homo_ev": [-10.66, -11.44],
  "max_force_ev_per_a": 0.12,
  "s_squared": 2.026,
  "e_lumo_ev": [-2.33, -4.35],
  "species": ["Pt", "N", "N", "C", "N", "N", "N", "O", "O", "H", "H", "H", "H", "H", "O", "C", "C", "C", "C", "C", "C", "N", "H", "H", "H", "H", "H", "H", "H", "H", "H", "H", "H", "C", "C", "C", "C", "C", "C", "N", "C", "C", "C", "C", "C", "C", "H", "H", "H", "H", "H", "H", "H", "H", "H", "H"],
  "coordinates": [[0.3526, -0.0311, 0.1172], [-0.1727, 0.7418, 3.0083], [-0.4440, 2.0908, 2.8358], [0.0944, 2.8234, 1.8349], [-0.1238, 4.1353, 1.9031], [0.7378, 2.1690, 0.8642], [1.3698, 2.9052, -0.1225], [1.7098, 2.2676, -1.0936], [1.5835, 4.1033, 0.0099], [-1.0218, 0.1947, 2.9519], [0.3075, 0.5816, 3.8839], [-0.9958, 2.5793, 3.5244], [-0.6016, 4.5296, 2.6940], [0.3361, 4.7317, 1.2328], [2.4254, -0.2950, 0.1951], [3.1775, -0.5296, -0.7627], [4.6387, -0.7107, -0.5343], [4.7717, -2.2217, -0.2054], [4.0601, -3.2053, -1.1555], [2.5177, -3.1904, -1.1182], [1.8844, -2.1114, -2.0068], [2.7170, -0.8877, -1.9888], [4.9926, -0.1019, 0.2939], [5.2029, -0.4639, -1.4351], [4.3878, -2.3794, 0.8053], [5.8349, -2.4613, -0.1806], [4.3919, -4.2041, -0.8699], [4.4142, -3.0644, -2.1832], [2.1922, -3.0508, -0.0828], [2.1319, -4.1618, -1.4309], [0.8627, -1.8777, -1.6980], [1.8382, -2.4301, -3.0467], [3.4703, -0.9593, -2.6571], [-3.8810, -3.3962, 0.0599], [-2.6540, -3.3443, 0.7106], [-1.9057, -2.1824, 0.6913], [-2.3829, -1.0461, 0.0237], [-3.6198, -1.1060, -0.6348], [-4.3548, -2.2764, -0.6138], [-1.5860, 0.1010, -0.0160], [-2.2169, 1.3531, -0.1971], [-3.3158, 1.7147, 0.5836], [-3.8736, 2.9757, 0.4444], [-3.3534, 3.8737, -0.4788], [-2.2667, 3.5078, -1.2637], [-1.6929, 2.2553, -1.1214], [-4.4637, -4.3072, 0.0727], [-2.2822, -4.2123, 1.2383], [-0.9511, -2.1273, 1.2038], [-3.9802, -0.2462, -1.1823], [-5.3011, -2.3198, -1.1360], [-3.7217, 1.0097, 1.2987], [-4.7229, 3.2549, 1.0540], [-3.7995, 4.8525, -0.5930], [-1.8682, 4.1977, -1.9960], [-0.8500, 1.9523, -1.7307]]
}

No. 4
{
  "formula": "C19H26NO2S4V",
  "method": "ωB97M-V/def2-TZVPD",
  "energy_ev": -94742.3682,
  "spin_multiplicity": 3,
  "orbital_gap_ev": [7.0, 7.2],
  "e_homo_ev": [-6.87, -6.99],
  "max_force_ev_per_a": 0.80,
  "s_squared": 2.034,
  "e_lumo_ev": [0.13, 0.18],
  "species": ["V", "C", "C", "C", "C", "C", "C", "C", "C", "C", "C", "H", "H", "H", "H", "H", "H", "H", "H", "H", "H", "H", "H", "H", "H", "H", "O", "C", "S", "C", "C", "S", "S", "S", "O", "C", "C", "C", "C", "C", "C", "N", "H", "H", "H", "H", "H", "H", "H", "H", "H", "H", "H"],
  "coordinates": [[-0.3790, 0.2460, 1.0024], [-1.4575, 0.6944, 2.8976], [-1.4755, -0.7081, 2.6820], [-2.1985, -0.9546, 1.4879], [-2.6211, 0.3003, 0.9518], [-2.1692, 1.3207, 1.8265], [-2.4346, 2.7966, 1.7471], [-3.4335, 0.4641, -0.2993], [-2.4969, -2.3057, 0.9013], [-0.9268, -1.7669, 3.5940], [-0.9535, 1.4158, 4.1099], [-3.0062, 3.1230, 2.6187], [-3.0072, 3.0571, 0.8576], [-1.5105, 3.3768, 1.7341], [-4.4460, 0.0782, -0.1547], [-2.9896, -0.0801, -1.1339], [-3.5157, 1.5098, -0.5907], [-3.5094, -2.3287, 0.4953], [-2.4214, -3.0820, 1.6617], [-1.8143, -2.5714, 0.0898], [-1.7392, -2.2531, 4.1411], [-0.2354, -1.3453, 4.3191], [-0.3793, -2.5318, 3.0470], [-1.8009, 1.7400, 4.7201], [-0.3744, 2.2985, 3.8404], [-0.3213, 0.7789, 4.7262], [6.3250, 1.6435, 1.6844], [5.1481, 1.3930, 1.6327], [3.8833, 2.6238, 1.4613], [2.5457, 1.5013, 1.3448], [2.8177, 0.1904, 1.4077], [1.5890, -1.0427, 1.2936], [4.4950, -0.2593, 1.5878], [0.9099, 2.0982, 1.1379], [-0.4376, -0.4943, -0.8506], [0.4243, -0.7340, -1.7360], [1.6358, 0.1216, -1.9286], [1.6017, 0.8983, -3.2590], [2.0559, 0.0827, -4.4682], [1.1686, -1.1167, -4.7931], [1.1020, -2.1403, -3.6636], [0.2205, -1.7488, -2.5564], [2.5272, -0.5118, -1.8769], [1.6704, 0.8003, -1.0863], [2.2530, 1.7661, -3.1510], [0.5921, 1.2893, -3.4274], [3.0767, -0.2756, -4.2849], [2.1087, 0.7367, -5.3407], [1.5493, -1.6167, -5.6865], [0.1512, -0.7823, -5.0211], [2.1027, -2.3296, -3.2718], [0.7221, -3.0894, -4.0313], [-0.6215, -2.2767, -2.3898]]
}